(1)
C32H38BrClF5GeO3RuSe2 | the ωB97M-V functional and the def2-TZVPD basis

Results
LUMO energy (alpha / beta): -1.21 / -0.95 eV
Energy relative to the best compared isomer or geometry (same formula, charge and spin): 119.5 kJ/mol
Frontier orbital gap (alpha / beta): 6.409 / 6.669 eV
Highest occupied orbital energy (alpha / beta): -7.62 / -7.61 eV
2S+1: 2

Structure (XYZ):
```
84
Properties=species:S:1:pos:R:3:mulliken_spin:R:1
Ru 0.62 -0.23 -0.32 0.808
Cl 0.28 0.24 6.96 0.000
C 0.20 -0.13 5.26 0.000
C -0.96 -0.70 4.74 0.000
C -1.05 -1.01 3.40 0.012
C 0.02 -0.76 2.53 0.011
O -0.06 -1.15 1.27 0.072
C 1.17 -0.16 3.07 -0.016
C 2.28 0.19 2.23 -0.006
O 2.31 0.06 1.01 0.001
C 1.26 0.15 4.44 -0.005
H -1.79 -0.90 5.40 0.000
H -1.94 -1.48 3.00 0.000
H 3.17 0.61 2.72 0.000
H 2.15 0.62 4.83 0.000
C -0.02 0.08 -8.20 0.000
C 1.07 0.36 -7.16 0.001
C 1.36 1.87 -7.16 0.000
C 2.34 -0.40 -7.58 0.000
C 0.64 -0.05 -5.76 0.002
C 1.56 -0.05 -4.72 -0.007
C 1.13 -0.37 -3.45 0.010
Br 2.44 -0.35 -2.06 0.025
C -0.19 -0.68 -3.08 -0.001
O -0.53 -0.91 -1.80 -0.002
C -1.12 -0.73 -4.15 0.002
C -0.66 -0.41 -5.43 -0.001
C -2.61 -1.09 -4.06 -0.001
C -3.44 0.12 -4.53 0.000
C -3.08 -1.46 -2.66 -0.002
C -2.89 -2.29 -4.98 0.001
H 0.34 0.37 -9.19 0.000
H -0.93 0.65 -8.00 0.000
H -0.28 -0.98 -8.23 0.000
H 1.69 2.20 -8.15 0.000
H 2.15 2.11 -6.44 0.000
H 0.47 2.43 -6.89 0.000
H 2.60 -0.16 -8.61 0.000
H 2.19 -1.48 -7.50 0.000
H 3.19 -0.13 -6.95 0.000
H 2.60 0.22 -4.87 -0.002
H -1.38 -0.44 -6.22 -0.001
H -3.22 1.00 -3.91 0.000
H -4.50 -0.10 -4.44 0.000
H -3.24 0.39 -5.56 0.000
H -2.95 -0.64 -1.96 0.004
H -2.54 -2.32 -2.27 0.000
H -4.14 -1.72 -2.71 0.000
H -2.72 -2.06 -6.03 0.000
H -3.93 -2.60 -4.87 0.000
H -2.25 -3.13 -4.71 0.000
C -6.23 -5.71 1.44 0.000
Ge -4.88 -4.39 1.97 0.000
C -3.39 -5.29 2.88 0.000
C -5.70 -3.03 3.11 0.000
C -4.23 -3.52 0.33 0.000
Se -2.50 -2.62 0.52 0.004
C -3.26 -0.86 0.85 -0.003
H -6.68 -6.19 2.30 0.000
H -5.77 -6.48 0.82 0.000
H -7.02 -5.23 0.86 0.000
H -3.55 -5.30 3.96 0.000
H -2.46 -4.76 2.67 0.000
H -3.30 -6.32 2.54 0.000
H -6.05 -3.47 4.04 0.000
H -6.55 -2.58 2.60 0.000
H -4.99 -2.24 3.36 0.000
H -4.94 -2.77 -0.02 0.000
H -4.12 -4.26 -0.46 0.000
H -3.89 -0.87 1.73 0.000
H -3.84 -0.55 -0.02 0.000
H -2.44 -0.16 1.00 0.001
F 5.00 5.01 -0.17 0.000
C 3.85 4.34 -0.21 -0.005
C 3.22 3.96 0.96 -0.003
F 3.78 4.25 2.14 0.000
C 2.02 3.27 0.90 -0.024
F 1.46 2.93 2.06 -0.002
C 1.43 2.93 -0.31 0.057
Se -0.22 1.95 -0.39 0.092
C 2.08 3.32 -1.47 -0.015
F 1.58 3.02 -2.66 -0.004
C 3.28 4.02 -1.43 -0.002
F 3.88 4.39 -2.56 0.000
```



(2)
C3H7NO2 | the ωB97M-V functional and the def2-TZVPD basis

Results
LUMO energy: 0.66 eV
Energy relative to the best compared isomer or geometry (same formula, charge and spin): 211.1 kJ/mol
Frontier orbital gap: 10.570 eV
Highest occupied orbital energy: -9.91 eV

Structure (XYZ):
```
13
Properties=species:S:1:pos:R:3:nbo_charge:R:1
C -1.37 -0.17 1.84 0.536
N -0.18 -0.30 1.09 -0.638
C 0.55 0.46 0.01 -0.270
C 0.24 -0.15 -1.28 -0.091
O 1.37 -0.52 -2.08 -0.714
O -1.65 -0.90 2.76 -0.581
H -2.08 0.51 1.33 0.104
H 0.45 -0.79 1.65 0.382
H 1.57 0.58 0.28 0.229
H 0.18 1.47 0.14 0.206
H -0.27 0.54 -2.06 0.166
H -0.48 -1.02 -1.18 0.209
H 1.66 0.28 -2.50 0.462
```